A molecular structure, C17H12LaNO5S at a distorted geometry. Source: the Open Molecules 2025 dataset; level of theory: ωB97M-V/def2-TZVPD.

As for the LUMO energy: -10.0 eV. As for the total charge: +2. For the HOMO-LUMO gap, the calculation gives 4.87 eV. The value obtained for the molar mass is 481.3 g mol⁻¹. Its max |F| is 0.2067 hartree/bohr. For the highest occupied orbital energy, the calculation gives -14.87 eV.

Last column: natural (NBO) charge in e.
CARTESIAN COORDINATES (ANGSTROEM)
1 O 2.12 -1.24 -0.77  -0.403
2 C -1.55 -1.61 5.03  -0.229
3 O -1.09 1.04 2.17  -0.581
4 O 2.14 1.47 -3.72  -0.425
5 C 1.06 -1.39 -0.35  0.463
6 C -2.96 -4.20 1.11  -0.209
7 H -2.06 -4.77 7.26  0.250
8 C -0.15 -4.39 1.01  -0.210
9 H -3.00 -0.64 6.27  0.238
10 H -0.46 -5.15 -1.00  0.259
11 H 0.72 -0.79 3.03  0.390
12 C -2.23 -3.88 2.25  -0.246
13 C -1.02 -3.93 5.59  -0.201
14 C -2.73 -2.74 6.84  -0.158
15 C -0.91 -1.66 -1.79  0.326
16 H 0.95 -4.37 0.95  0.253
17 C 1.61 1.55 -2.76  0.441
18 C -2.30 -4.59 -0.04  -0.173
19 C -2.52 -1.59 6.05  -0.196
20 S 0.19 -2.93 3.36  1.118
21 H -3.40 -2.66 7.69  0.248
22 H -1.32 -0.75 4.39  0.226
23 La -1.56 -0.60 0.52  2.021
24 H -2.74 -3.52 3.15  0.259
25 C -0.91 -4.69 -0.10  -0.217
26 H -2.90 -5.02 -0.84  0.254
27 C -0.83 -3.95 2.18  -0.192
28 H -2.23 -1.93 -0.88  -0.352
29 O 1.64 2.34 0.35  -0.209
30 C -0.14 1.79 1.72  0.529
31 C 0.72 1.64 0.61  0.351
32 N 0.07 -1.46 2.67  -1.282
33 O -0.64 -1.79 -2.93  -0.393
34 H -0.42 -4.80 5.35  0.238
35 C -0.82 -2.77 4.83  -0.262
36 H -4.06 -4.22 1.16  0.254
37 C -1.98 -3.90 6.60  -0.181



A single C17H12N4O4 molecule at a distorted geometry. Source: the Open Molecules 2025 dataset; level of theory: ωB97M-V/def2-TZVPD.

As for the LUMO energy: -0.8 eV. For the energy above the lowest of the compared OMol25 structures with the same formula, charge and spin, the calculation gives 0.0 kcal per mole. For the HOMO-LUMO gap, the calculation gives 7.59 eV. The value obtained for the molar mass is 336.3 g mol⁻¹. Its max |F| is 0.0698 hartree/bohr. For the highest occupied orbital energy, the calculation gives -8.42 eV.

Last column: natural (NBO) charge in e.
CARTESIAN COORDINATES (ANGSTROEM)
1 N 0.22 0.97 2.58  -0.785
2 N 1.86 3.13 -4.75  0.498
3 O 2.76 3.88 -5.12  -0.376
4 H 0.08 -3.84 2.83  0.238
5 C -0.58 -1.08 0.87  0.163
6 H 1.20 -1.87 1.86  0.234
7 O 1.15 2.48 -5.55  -0.390
8 C -3.07 -5.37 1.40  -0.260
9 H 0.48 1.08 -3.60  0.283
10 H 2.74 4.27 -0.39  0.242
11 C 0.14 0.40 -1.00  0.658
12 N 0.00 0.12 0.37  -0.460
13 H -2.61 -0.61 0.19  0.232
14 C -1.84 -3.41 1.93  0.311
15 H 2.90 4.68 -2.77  0.251
16 C -2.56 -2.46 1.21  -0.262
17 H -2.81 -5.14 0.34  0.192
18 C 1.77 3.12 1.75  0.270
19 H -0.16 0.09 2.93  0.416
20 C 1.70 2.95 -3.37  -0.015
21 H 0.68 1.55 3.22  0.417
22 C 2.29 3.85 -2.44  -0.136
23 C 0.82 1.62 -1.52  -0.121
24 C -0.49 -3.14 2.20  -0.244
25 H -3.60 -2.56 0.99  0.226
26 N 2.21 3.84 2.51  -0.333
27 H -4.13 -5.20 1.50  0.181
28 C 0.46 1.11 1.22  0.514
29 C 0.92 1.83 -2.92  -0.101
30 O -2.36 -4.57 2.39  -0.506
31 C 1.43 2.50 -0.64  0.048
32 O -0.26 -0.37 -1.87  -0.581
33 C -1.96 -1.29 0.72  -0.188
34 C 0.12 -1.99 1.66  -0.239
35 C 2.19 3.60 -1.09  -0.224
36 C 1.22 2.23 0.78  -0.356
37 H -2.89 -6.43 1.58  0.201



A molecular structure, C17H12N5O6S3Se3TeV at a distorted geometry. Source: the Open Molecules 2025 dataset; level of theory: ωB97M-V/def2-TZVPD.

As for the LUMO energy (alpha / beta): -1.5 / -1.4 eV. For the HOMO-LUMO gap (alpha / beta), the calculation gives 6.35 / 6.54 eV. The value obtained for the molar mass is 893.9 g mol⁻¹. Its max |F| is 0.0823 hartree/bohr. For the highest occupied orbital energy (alpha / beta), the calculation gives -7.90 / -7.90 eV.

Last column: natural (NBO) charge in e.
CARTESIAN COORDINATES (ANGSTROEM)
1 V 0.34 0.30 0.86  0.405
2 H 1.44 -5.09 -4.72  0.227
3 Se -1.12 1.89 1.44  0.010
4 Te -3.15 -1.33 1.71  0.233
5 C 0.64 -3.43 -0.39  0.148
6 O 3.68 -4.11 0.95  -0.950
7 C 1.63 -5.08 -3.65  -0.188
8 O 1.99 -5.74 1.64  -0.890
9 C 4.84 -0.71 -0.03  0.029
10 O 4.11 2.87 0.16  -0.674
11 C 0.81 0.15 3.87  0.285
12 N -0.43 -0.34 3.71  -0.520
13 H 2.14 1.21 7.30  0.243
14 S -0.77 -2.49 -0.60  0.166
15 C 0.92 -4.21 -2.83  -0.151
16 N 3.93 -1.68 -0.14  -0.306
17 C 4.88 1.81 -0.10  0.781
18 Se -3.44 1.14 1.36  -0.194
19 C -1.25 -0.25 4.76  0.098
20 C 0.50 0.72 6.05  0.290
21 H -2.26 -0.62 4.61  0.214
22 H 0.62 0.87 8.18  0.223
23 S 2.37 -4.69 0.76  2.290
24 N 1.29 0.63 5.00  -0.467
25 C 1.20 -4.23 -1.48  -0.157
26 C 4.20 0.50 -0.24  -0.239
27 H -1.51 0.38 6.78  0.226
28 C 2.86 0.12 -0.49  0.009
29 N 2.72 -1.20 -0.41  -0.235
30 O 1.57 2.06 -0.09  -0.569
31 O 0.55 0.29 -0.84  -0.574
32 N 1.19 -3.49 0.77  -0.727
33 C 2.57 -5.96 -3.14  -0.176
34 H 3.14 2.68 0.19  0.514
35 H 3.08 -6.64 -3.80  0.228
36 C -0.83 0.29 5.95  -0.311
37 H 0.19 -3.52 -3.24  0.235
38 H 3.59 -6.64 -1.36  0.239
39 C 2.17 -5.10 -0.97  -0.219
40 C 1.05 1.32 7.29  -0.653
41 C 1.63 0.90 -0.53  0.623
42 O 6.07 1.90 -0.19  -0.577
43 H 5.87 -0.91 0.20  0.244
44 H 4.01 -2.67 0.14  0.454
45 Se -0.68 -1.63 1.45  0.319
46 C 2.85 -5.98 -1.78  -0.204
47 H 0.82 2.38 7.29  0.240
48 S 1.84 0.18 2.48  0.009



Please write out number 3 again, unchanged.
A molecular structure, C17H12N5O6S3Se3TeV at a distorted geometry. Source: the Open Molecules 2025 dataset; level of theory: ωB97M-V/def2-TZVPD.

As for the LUMO energy (alpha / beta): -1.5 / -1.4 eV. For the HOMO-LUMO gap (alpha / beta), the calculation gives 6.35 / 6.54 eV. The value obtained for the molar mass is 893.9 g mol⁻¹. Its max |F| is 0.0823 hartree/bohr. For the highest occupied orbital energy (alpha / beta), the calculation gives -7.90 / -7.90 eV.

Last column: natural (NBO) charge in e.
CARTESIAN COORDINATES (ANGSTROEM)
1 V 0.34 0.30 0.86  0.405
2 H 1.44 -5.09 -4.72  0.227
3 Se -1.12 1.89 1.44  0.010
4 Te -3.15 -1.33 1.71  0.233
5 C 0.64 -3.43 -0.39  0.148
6 O 3.68 -4.11 0.95  -0.950
7 C 1.63 -5.08 -3.65  -0.188
8 O 1.99 -5.74 1.64  -0.890
9 C 4.84 -0.71 -0.03  0.029
10 O 4.11 2.87 0.16  -0.674
11 C 0.81 0.15 3.87  0.285
12 N -0.43 -0.34 3.71  -0.520
13 H 2.14 1.21 7.30  0.243
14 S -0.77 -2.49 -0.60  0.166
15 C 0.92 -4.21 -2.83  -0.151
16 N 3.93 -1.68 -0.14  -0.306
17 C 4.88 1.81 -0.10  0.781
18 Se -3.44 1.14 1.36  -0.194
19 C -1.25 -0.25 4.76  0.098
20 C 0.50 0.72 6.05  0.290
21 H -2.26 -0.62 4.61  0.214
22 H 0.62 0.87 8.18  0.223
23 S 2.37 -4.69 0.76  2.290
24 N 1.29 0.63 5.00  -0.467
25 C 1.20 -4.23 -1.48  -0.157
26 C 4.20 0.50 -0.24  -0.239
27 H -1.51 0.38 6.78  0.226
28 C 2.86 0.12 -0.49  0.009
29 N 2.72 -1.20 -0.41  -0.235
30 O 1.57 2.06 -0.09  -0.569
31 O 0.55 0.29 -0.84  -0.574
32 N 1.19 -3.49 0.77  -0.727
33 C 2.57 -5.96 -3.14  -0.176
34 H 3.14 2.68 0.19  0.514
35 H 3.08 -6.64 -3.80  0.228
36 C -0.83 0.29 5.95  -0.311
37 H 0.19 -3.52 -3.24  0.235
38 H 3.59 -6.64 -1.36  0.239
39 C 2.17 -5.10 -0.97  -0.219
40 C 1.05 1.32 7.29  -0.653
41 C 1.63 0.90 -0.53  0.623
42 O 6.07 1.90 -0.19  -0.577
43 H 5.87 -0.91 0.20  0.244
44 H 4.01 -2.67 0.14  0.454
45 Se -0.68 -1.63 1.45  0.319
46 C 2.85 -5.98 -1.78  -0.204
47 H 0.82 2.38 7.29  0.240
48 S 1.84 0.18 2.48  0.009



Question: Look up the max |F| of the second one.
Answer: 0.0698 hartree/bohr



Question: Number 1 is which compound?
Answer: C17H12LaNO5S